(1)
{
  "formula": "C3H2BrI",
  "method": "the ωB97M-V functional and the def2-TZVPD basis",
  "species": ["C", "C", "C", "Br", "I", "H", "H"],
  "xyz": [[-1.0816, 1.4885, -0.0770], [-0.2680, 0.6216, -0.2604], [0.5655, -0.6630, -0.1742], [2.1487, -0.2755, 1.0257], [-0.5762, -2.3216, 0.7114], [-1.8517, 2.3007, -0.1539], [1.0632, -1.1508, -1.0715]],
  "total_energy_ha": -2987.1222,
  "lumo_ev": -0.494,
  "multiplicity": 1,
  "fmax_ev_per_a": 2.836,
  "e_above_lowest_ev": 0.205,
  "gap_ev": 9.2
}

(2)
{
  "formula": "C3H2BrN3O2",
  "method": "the ωB97M-V functional and the def2-TZVPD basis",
  "species": ["C", "C", "C", "N", "N", "N", "O", "O", "Br", "H", "H"],
  "xyz": [[-0.6445, -1.1146, 0.0478], [-0.1868, 0.2671, 0.3256], [1.6756, -0.0707, -1.1531], [-0.0821, -1.9114, -0.7860], [0.9870, 0.6526, -0.3236], [1.0045, -1.4713, -1.3580], [-0.7710, 1.0983, 0.9505], [2.6078, 0.1323, -1.8479], [2.0431, -2.5757, -2.3711], [-1.5284, -1.6461, 0.4037], [1.2814, 1.6206, -0.3859]],
  "total_energy_ha": -3004.1176,
  "lumo_ev": [-0.271, -3.102],
  "multiplicity": 3,
  "fmax_ev_per_a": 6.954,
  "e_above_lowest_ev": 0.000,
  "gap_ev": [6.2, 7.2]
}

(3)
{
  "formula": "C3H2BrNS",
  "method": "the ωB97M-V functional and the def2-TZVPD basis",
  "species": ["C", "C", "C", "N", "S", "Br", "H", "H"],
  "xyz": [[-1.1174, 0.7959, -0.0845], [1.3776, 0.0783, -0.0864], [-0.7785, -0.5274, -0.0008], [-1.5315, 1.9009, -0.1006], [2.5564, -0.8651, 0.1378], [-0.9949, -1.5245, 1.5196], [1.2172, 1.0751, -0.3952], [-0.7289, -0.9333, -0.9898]],
  "total_energy_ha": -3142.3341,
  "lumo_ev": [-1.022, -1.021],
  "multiplicity": 1,
  "fmax_ev_per_a": 5.352,
  "e_above_lowest_ev": 2.510,
  "gap_ev": [7.5, 7.5]
}

(4)
{
  "formula": "C3H2CeO3",
  "method": "the ωB97M-V functional and the def2-TZVPD basis",
  "species": ["O", "C", "C", "O", "C", "O", "Ce", "H", "H"],
  "xyz": [[-2.1740, 0.2493, 0.4368], [-2.3141, -1.1032, 0.2873], [-1.4481, -1.9401, -0.0330], [-0.0111, -0.1066, 0.2813], [-0.9456, 0.7122, 0.2759], [-0.8565, 1.8873, -0.2449], [2.7234, 0.2719, 0.7428], [-1.1007, -2.9040, -0.3662], [-1.7095, 2.3454, -0.3120]],
  "total_energy_ha": -815.5132,
  "lumo_ev": [-9.657, -9.701],
  "multiplicity": 3,
  "fmax_ev_per_a": 3.504,
  "e_above_lowest_ev": 2.825,
  "charge": 2,
  "gap_ev": [7.0, 7.0]
}

(5)
{
  "formula": "C3H2Cl2",
  "method": "the ωB97M-V functional and the def2-TZVPD basis",
  "species": ["C", "C", "C", "Cl", "Cl", "H", "H"],
  "xyz": [[0.6803, -1.6844, 0.3432], [1.0447, 1.4548, -0.2956], [0.5970, 0.0012, 0.3515], [2.2149, -2.1490, -0.1092], [2.5837, 1.7972, 0.1177], [-0.4592, 0.1691, 0.3207], [1.1800, -0.1031, 1.3107]],
  "total_energy_ha": -1035.6088,
  "lumo_ev": [-1.166, -1.166],
  "multiplicity": 1,
  "fmax_ev_per_a": 3.456,
  "e_above_lowest_ev": 5.702,
  "gap_ev": [7.7, 7.7]
}

(6)
{
  "formula": "C3H2Cl2F2",
  "method": "the ωB97M-V functional and the def2-TZVPD basis",
  "species": ["C", "C", "C", "F", "F", "Cl", "Cl", "H", "H"],
  "xyz": [[1.0914, 0.5029, -0.5575], [1.9853, -0.3489, -0.2600], [-1.9045, -0.3678, 0.4502], [3.2619, -0.0179, -0.2624], [-2.6303, 0.5318, -0.1209], [1.9461, -2.0658, 0.1955], [-1.6961, -1.9559, -0.1018], [-0.0427, 0.3723, -0.3574], [-1.6399, -0.1492, 1.4997]],
  "total_energy_ha": -1235.4140,
  "lumo_ev": [0.744, -1.857],
  "multiplicity": 3,
  "fmax_ev_per_a": 4.663,
  "e_above_lowest_ev": 0.000,
  "gap_ev": [9.2, 8.3]
}